1.
Density functional theory data (ωB97M-V/def2-TZVPD) for a cluster of 2 separate species, C4H10IPS in total at a distorted geometry.

Properties
LUMO energy (alpha / beta) = -0.057 / -0.119 Ha
orbital gap (alpha / beta) = 0.27344 / 0.17620 hartree
total charge = 0

Last columns: bonded neighbours and bond lengths (Å).
Positions of all 17 atoms, in Å:
1 C 1.850 0.795 1.063  C3 1.553, H8 1.147, H9 1.094, H10 1.081
2 C -0.220 -1.524 -1.155  C4 1.518, H11 1.085, H12 1.126, H13 1.112
3 C 0.475 0.188 1.452  C1 1.553, P5 1.874, H14 1.196, H15 1.089
4 C -0.570 -0.059 -1.346  C2 1.518, P5 1.870, H16 1.164, H17 1.085
5 P -0.769 0.902 0.246  C3 1.874, C4 1.870, S6 1.973
6 S -0.657 2.837 -0.123  P5 1.973
7 I -5.089 -0.227 0.138  no bonds
8 H 2.645 0.481 1.827  C1 1.147
9 H 2.067 0.348 0.088  C1 1.094
10 H 1.756 1.851 0.853  C1 1.081
11 H -0.907 -2.126 -1.740  C2 1.085
12 H 0.865 -1.611 -1.445  C2 1.126
13 H -0.436 -1.818 -0.104  C2 1.112
14 H 0.246 0.272 2.623  C3 1.196
15 H 0.531 -0.898 1.407  C3 1.089
16 H -1.686 0.055 -1.660  C4 1.164
17 H -0.100 0.534 -2.124  C4 1.085

natural (NBO) atomic charge list, values in e, 2 entries: C -0.6206; C -0.6287

2.
Density functional theory data (ωB97M-V/def2-TZVPD) for a cluster of 2 separate species, C4H10N in total at a distorted geometry.

Properties
LUMO energy = -0.210 Ha
orbital gap = 0.26844 hartree
total charge = +1

Last columns: bonded neighbours and bond lengths (Å).
Positions of all 15 atoms, in Å:
1 C 2.925 0.009 -0.093  N2 1.278, H3 1.026, H4 1.084
2 N 1.691 0.099 -0.413  C1 1.278, H5 1.073, H6 1.054
3 H 3.566 -0.685 -0.492  C1 1.026
4 H 3.303 0.758 0.593  C1 1.084
5 H 0.842 0.398 0.171  N2 1.073
6 H 1.505 -0.579 -1.198  N2 1.054
7 C -1.897 1.115 0.617  C8 1.526, H10 1.157, H11 1.067, H12 1.017
8 C -1.943 -0.219 -0.123  C7 1.526, C9 1.361, H13 1.070
9 C -0.919 -1.113 -0.055  C8 1.361, H14 1.078, H15 1.034
10 H -2.960 1.370 0.999  C7 1.157
11 H -1.146 1.083 1.373  C7 1.067
12 H -1.613 1.899 0.036  C7 1.017
13 H -2.825 -0.391 -0.704  C8 1.070
14 H -0.868 -1.842 -0.848  C9 1.078
15 H -0.645 -1.458 0.881  C9 1.034

natural (NBO) atomic charge list, values in e, 2 entries: C 0.1709; N -0.5960

3.
Density functional theory data (ωB97M-V/def2-TZVPD) for the ion C4H10N with charge +1 at a distorted geometry.

Properties
LUMO energy = -0.130 Ha
orbital gap = 0.45093 hartree
total charge = +1
SMILES = C1CC[NH2+]C1

Last columns: bonded neighbours and bond lengths (Å).
Positions of all 15 atoms, in Å:
1 C -0.504 -1.004 -0.573  N2 1.509, C5 1.503, H6 1.094, H7 1.093
2 N -1.079 -0.195 0.563  C1 1.509, C3 1.477, H8 1.017, H9 1.022
3 C 0.115 0.376 1.219  N2 1.477, C4 1.545, H10 1.088, H11 1.090
4 C 1.026 0.769 0.034  C3 1.545, C5 1.582, H12 1.101, H13 1.085
5 C 0.562 -0.135 -1.178  C1 1.503, C4 1.582, H14 1.087, H15 1.091
6 H -0.195 -2.008 -0.268  C1 1.094
7 H -1.264 -1.341 -1.281  C1 1.093
8 H -1.644 -0.823 1.130  N2 1.017
9 H -1.669 0.484 0.077  N2 1.022
10 H 0.589 -0.346 1.880  C3 1.088
11 H -0.138 1.233 1.843  C3 1.090
12 H 0.663 1.766 -0.260  C4 1.101
13 H 2.040 1.024 0.325  C4 1.085
14 H 1.491 -0.358 -1.696  C5 1.087
15 H 0.008 0.556 -1.816  C5 1.091

natural (NBO) atomic charge list, values in e, 2 entries: C -0.2481; N -0.4942

4.
Density functional theory data (ωB97M-V/def2-TZVPD) for a cluster of 2 separate species, C4H10N in total at a distorted geometry.

Properties
LUMO energy = -0.225 Ha
orbital gap = 0.23372 hartree
total charge = +1

Last columns: bonded neighbours and bond lengths (Å).
Positions of all 15 atoms, in Å:
1 C 2.641 0.461 0.245  C2 1.341, H3 1.092, H4 1.079
2 C 2.286 -0.722 -0.277  C1 1.341, H5 1.083, H6 1.086
3 H 2.172 0.979 1.084  C1 1.092
4 H 3.465 1.020 -0.172  C1 1.079
5 H 1.258 -0.988 -0.491  C2 1.083
6 H 3.072 -1.377 -0.641  C2 1.086
7 C -1.698 -0.798 0.771  N9 1.494, H10 1.085, H11 1.083, H12 1.086
8 C -1.312 0.956 -0.976  N9 1.287, H13 1.082, H14 1.082
9 N -2.051 0.354 -0.112  C7 1.494, C8 1.287, H15 1.016
10 H -0.932 -0.476 1.469  C7 1.085
11 H -2.625 -1.048 1.274  C7 1.083
12 H -1.356 -1.643 0.181  C7 1.086
13 H -0.653 0.438 -1.660  C8 1.082
14 H -1.360 2.033 -0.885  C8 1.082
15 H -2.907 0.811 0.190  N9 1.016

natural (NBO) atomic charge list, values in e, 2 entries: C -0.3819; C -0.3945

5.
Density functional theory data (ωB97M-V/def2-TZVPD) for a cluster of 2 separate species, C4H10N2 in total at a distorted geometry.

Properties
LUMO energy (alpha / beta) = 0.148 / 0.143 Ha
orbital gap (alpha / beta) = 0.12581 / 0.28285 hartree
total charge = -1
2S+1 = 2

Last columns: bonded neighbours and bond lengths (Å).
Positions of all 16 atoms, in Å:
1 C -0.441 -0.446 3.057  C2 1.332, H4 1.041, H5 1.077
2 C -1.057 -0.992 2.011  C1 1.332, N3 1.479, H6 1.124
3 N -0.989 -0.426 0.645  C2 1.479, H7 1.017, H8 1.037
4 H 0.085 0.452 3.050  C1 1.041
5 H -0.773 -0.859 3.995  C1 1.077
6 H -1.738 -1.879 2.117  C2 1.124
7 H -0.167 0.103 0.367  N3 1.017
8 H -1.009 -1.171 -0.076  N3 1.037
9 C 0.993 1.443 -1.222  N11 1.507, H12 1.100, H13 1.152, H14 1.150
10 C 0.253 -0.248 -2.694  N11 1.301, H15 1.110, H16 1.132
11 N -0.131 0.739 -1.939  C9 1.507, C10 1.301
12 H 1.512 0.742 -0.552  C9 1.100
13 H 1.884 1.462 -1.953  C9 1.152
14 H 0.841 2.394 -0.594  C9 1.150
15 H -0.564 -0.843 -3.155  C10 1.110
16 H 1.301 -0.472 -3.058  C10 1.132

natural (NBO) atomic charge list, values in e, 2 entries: C -0.5579; C 0.0101

6.
Density functional theory data (ωB97M-V/def2-TZVPD) for a cluster of 2 separate species, C4H10N2 in total at a distorted geometry.

Properties
LUMO energy = 0.040 Ha
orbital gap = 0.34764 hartree
total charge = 0
SMILES = C=CN.C=CN

Last columns: bonded neighbours and bond lengths (Å).
Positions of all 16 atoms, in Å:
1 C 1.365 -2.657 -0.274  C2 1.331, H4 1.090, H5 1.082
2 C 1.964 -1.479 -0.117  C1 1.331, N3 1.451, H6 1.082
3 N 2.211 -0.646 -1.279  C2 1.451, H7 1.013, H8 1.024
4 H 1.095 -2.986 -1.277  C1 1.090
5 H 0.956 -3.343 0.456  C1 1.082
6 H 2.557 -1.195 0.741  C2 1.082
7 H 1.881 -1.202 -2.059  N3 1.013
8 H 3.227 -0.580 -1.392  N3 1.024
9 C -2.098 0.789 1.528  C10 1.333, H12 1.080, H13 1.082
10 C -2.263 1.824 0.705  C9 1.333, N11 1.401, H14 1.083
11 N -1.423 2.126 -0.376  C10 1.401, H15 1.025, H16 1.011
12 H -1.272 0.099 1.442  C9 1.080
13 H -2.953 0.580 2.158  C9 1.082
14 H -3.102 2.499 0.815  C10 1.083
15 H -0.488 1.713 -0.312  N11 1.025
16 H -1.206 3.112 -0.436  N11 1.011

natural (NBO) atomic charge list, values in e, 2 entries: C -0.4790; C -0.0068

7.
Density functional theory data (ωB97M-V/def2-TZVPD) for a cluster of 2 separate species, C4H10N2 in total at a distorted geometry.

Properties
LUMO energy = 0.044 Ha
orbital gap = 0.32416 hartree
total charge = 0
SMILES = C/C=C/N.C=N

Last columns: bonded neighbours and bond lengths (Å).
Positions of all 16 atoms, in Å:
1 C -1.290 -1.477 -2.815  N2 1.264, H3 1.091, H4 1.092
2 N -0.449 -1.367 -1.878  C1 1.264, H5 1.018
3 H -1.613 -0.562 -3.314  C1 1.091
4 H -1.724 -2.413 -3.174  C1 1.092
5 H -0.046 -2.274 -1.652  N2 1.018
6 C 0.244 -0.592 2.527  C7 1.485, H10 1.098, H11 1.088, H12 1.091
7 C -0.058 0.398 1.463  C6 1.485, C8 1.337, H13 1.092
8 C 0.854 1.220 0.934  C7 1.337, N9 1.403, H14 1.086
9 N 0.755 1.918 -0.279  C8 1.403, H15 1.008, H16 1.011
10 H 1.334 -0.617 2.666  C6 1.098
11 H -0.246 -0.347 3.467  C6 1.088
12 H -0.039 -1.616 2.277  C6 1.091
13 H -1.107 0.683 1.347  C7 1.092
14 H 1.869 1.212 1.322  C8 1.086
15 H 1.380 2.707 -0.320  N9 1.008
16 H -0.170 2.183 -0.588  N9 1.011

natural (NBO) atomic charge list, values in e, 2 entries: C -0.0486; N -0.5794

8.
Density functional theory data (ωB97M-V/def2-TZVPD) for an isolated molecule of C4H10N2 at a distorted geometry.

Properties
LUMO energy = 0.041 Ha
orbital gap = 0.32794 hartree
total charge = 0
SMILES = N/C=C/CCN

Last columns: bonded neighbours and bond lengths (Å).
Positions of all 16 atoms, in Å:
1 C 1.511 1.481 -0.402  C2 1.616, N6 1.503, H7 1.129, H8 1.108
2 C 0.172 0.777 -0.971  C1 1.616, C3 1.515, H9 1.096, H10 1.149
3 C -0.138 -0.585 -0.383  C2 1.515, C4 1.376, H11 1.138
4 C -1.392 -1.043 -0.049  C3 1.376, N5 1.387, H12 1.084
5 N -1.838 -2.221 0.532  C4 1.387, H13 1.012, H14 1.031
6 N 1.597 1.289 1.086  C1 1.503, H15 0.965, H16 1.021
7 H 2.482 1.124 -0.854  C1 1.129
8 H 1.308 2.540 -0.658  C1 1.108
9 H 0.390 0.568 -2.024  C2 1.096
10 H -0.626 1.595 -1.090  C2 1.149
11 H 0.789 -1.244 -0.423  C3 1.138
12 H -2.133 -0.375 -0.474  C4 1.084
13 H -1.533 -2.561 1.434  N5 1.012
14 H -2.860 -2.197 0.667  N5 1.031
15 H 0.680 1.400 1.367  N6 0.965
16 H 2.269 1.887 1.567  N6 1.021

natural (NBO) atomic charge list, values in e, 2 entries: C -0.2063; C -0.4510

Ordered calculated total energy results: -32533.0127, -5790.1627, -5792.9180, -5789.9610, -7286.8672, -7288.5559, -7288.4837, -7288.6123; unit eV.
Ordered relative energy (zero: lowest compared OMol25 entry of this formula, charge and spin) results: 59.6, 85.2, 21.7, 89.9, 36.7, 47.6, 49.3, 46.3; unit kcal per mole.